1.
The following is a DFT calculation (ωB97M-V/def2-TZVPD) of a cluster of 3 separate species, C14H17N2O10PS2 in total in a non-equilibrium geometry.

Properties
Orbital gap (eV): 6.338
SMILES: N=[PH2]C1=C(S)C(=O)C(S)=C(ON=O)C1=O.C[C@@H]1COC(=O)O1.C[C@@H]1COC(=O)O1

Each line ends with the Löwdin charge.
Element x y z (Å)
N1 3.440 -2.935 3.301  -0.357
P1 2.477 -3.239 1.995  0.734
C1 3.636 -3.109 0.467  -0.227
C2 3.520 -2.014 -0.579  -0.429
S1 2.193 -0.673 -0.489  0.744
C3 4.666 -2.070 -1.795  -0.224
O1 4.374 -1.817 -3.081  -0.026
C4 6.193 -2.514 -1.277  -0.362
S2 7.759 -1.655 -1.958  0.686
C5 6.301 -3.619 -0.242  -0.068
O2 7.638 -4.018 0.226  -0.067
N2 7.596 -5.069 1.063  -0.034
O3 8.339 -4.924 2.026  0.068
C6 4.865 -4.230 0.288  -0.160
O4 4.603 -5.514 0.544  -0.006
H1 3.083 -2.080 3.801  -0.042
H2 1.961 -4.574 2.189  0.011
H3 1.467 -2.206 2.004  0.001
H4 2.854 0.532 -0.090  -0.044
H5 8.087 -0.741 -0.906  -0.087
C7 -1.953 3.874 -0.420  -0.002
C8 -0.587 3.216 -0.327  -0.329
C9 -0.605 1.723 -0.471  -0.106
O5 0.550 1.329 0.248  -0.092
C10 0.757 2.291 1.198  -0.509
O6 1.544 2.190 2.123  0.132
O7 -0.036 3.380 0.972  0.090
H6 -2.170 4.488 0.461  0.095
H7 -1.998 4.523 -1.301  0.084
H8 -2.758 3.141 -0.532  0.067
H9 0.105 3.680 -1.040  0.159
H10 -0.536 1.402 -1.514  0.149
H11 -1.476 1.246 -0.007  0.121
C11 -7.440 2.838 -1.203  -0.011
C12 -6.649 1.551 -1.036  -0.339
C13 -7.097 0.689 0.107  -0.112
O8 -5.918 -0.025 0.435  0.071
C14 -4.870 0.776 0.069  -0.494
O9 -3.708 0.575 0.376  0.129
O10 -5.301 1.829 -0.686  0.074
H12 -6.789 3.718 -1.193  0.093
H13 -7.978 2.827 -2.157  0.085
H14 -8.196 2.962 -0.420  0.084
H15 -6.636 0.992 -1.980  0.161
H16 -7.896 -0.001 -0.177  0.147
H17 -7.410 1.257 0.990  0.143

2.
The following is a DFT calculation (ωB97M-V/def2-TZVPD) of the ion C13H26B2IN2O7 with charge -1 in a non-equilibrium geometry.

Properties
Orbital gap (eV): 6.921
Total charge: -1
Energy relative to the best compared isomer or geometry (same formula, charge and spin) (kJ/mol): 23.8

Each line ends with the Löwdin charge.
Element x y z (Å)
C1 6.527 0.889 0.283  0.012
C2 5.316 1.533 -0.344  -0.548
O1 5.130 2.725 -0.393  0.107
O2 4.457 0.619 -0.855  -0.035
C3 3.082 0.757 -0.378  -0.138
C4 2.302 -0.467 -0.817  -0.134
C5 1.083 -0.717 0.094  -0.112
C6 -0.231 -0.824 -0.693  -0.309
B1 -0.240 -2.071 -1.665  -0.531
N1 -0.109 -3.456 -1.139  0.151
O3 -0.415 -1.894 -3.024  0.148
O4 -0.299 0.362 -1.501  -0.029
B2 -1.054 1.412 -0.725  -0.671
C7 -0.354 2.863 -0.534  -0.199
N2 -0.969 3.538 0.645  -0.039
O5 -1.368 0.712 0.564  -0.001
C8 -1.508 -0.624 0.217  -0.395
C9 -2.751 -0.950 -0.635  -0.102
C10 -4.055 -0.218 -0.273  -0.159
C11 -4.323 0.046 1.191  -0.248
O6 -4.395 -1.208 1.894  -0.083
C12 -1.389 -1.581 1.451  -0.109
C13 -1.156 -0.873 2.749  -0.726
O7 -1.800 -0.036 3.270  0.045
I1 0.612 -1.620 3.893  0.638
H1 6.730 -0.055 -0.220  0.081
H2 7.370 1.572 0.212  0.080
H3 6.282 0.684 1.326  0.091
H4 3.104 0.829 0.712  0.137
H5 2.661 1.673 -0.792  0.121
H6 2.995 -1.310 -0.718  0.118
H7 2.008 -0.362 -1.860  0.115
H8 1.279 -1.618 0.685  0.087
H9 0.993 0.099 0.819  0.124
H10 0.679 -3.916 -1.584  0.063
H11 -0.926 -3.998 -1.410  0.065
H12 0.229 -1.298 -3.417  0.101
H13 -2.110 1.625 -1.381  0.112
H14 0.724 2.833 -0.339  0.071
H15 -0.554 3.458 -1.434  0.075
H16 -0.768 4.529 0.634  0.036
H17 -1.972 3.404 0.622  0.042
H18 -2.915 -2.036 -0.605  0.125
H19 -2.515 -0.710 -1.674  0.118
H20 -4.893 -0.836 -0.621  0.110
H21 -4.122 0.720 -0.826  0.103
H22 -5.304 0.536 1.275  0.110
H23 -3.582 0.713 1.633  0.107
H24 -4.599 -0.993 2.809  0.082
H25 -0.584 -2.295 1.293  0.070
H26 -2.302 -2.166 1.587  0.122

3.
The following is a DFT calculation (ωB97M-V/def2-TZVPD) of a cluster of 2 separate species, C21H29BCl2I2N2O4S in total in a non-equilibrium geometry.

Properties
Orbital gap (eV): 6.432
SMILES: CCB(O)c1c(/C(Cl)=C(/C)Cl)c(CC(C)C)c([C@H](I)[C@@H](C)I)c2nsnc12.COC(=O)OC

Each line ends with the Löwdin charge.
Element x y z (Å)
C1 -2.036 4.984 -0.534  -0.157
C2 -0.673 4.636 -1.382  -0.188
B1 -0.227 3.022 -1.282  -0.352
O1 0.279 2.425 -2.537  -0.002
C3 -0.343 2.228 0.176  0.049
C4 -0.767 0.616 0.310  -0.056
C5 -1.057 -0.151 -1.142  -0.531
Cl1 0.286 -1.014 -2.127  0.594
C6 -2.463 -0.096 -1.657  -0.548
C7 -2.976 -0.737 -3.076  -0.140
Cl2 -3.791 0.766 -0.623  0.527
C8 -0.924 -0.153 1.784  -0.026
C9 -1.394 -1.724 1.772  -0.164
C10 -0.253 -2.796 2.257  -0.389
C11 1.297 -2.326 1.988  -0.098
C12 -0.635 -4.250 1.523  -0.114
C13 -0.630 0.738 3.167  -0.068
C14 -0.816 -0.019 4.609  -0.716
I1 -2.909 -0.349 5.186  0.823
C15 -0.030 0.676 5.868  -0.808
C16 -0.972 1.784 6.691  -0.290
I2 0.666 -0.750 7.403  0.715
C17 -0.218 2.307 2.931  -0.127
N1 0.058 3.337 4.004  -0.322
S1 0.435 4.961 3.446  0.900
N2 0.327 4.582 1.710  -0.283
C18 -0.057 3.129 1.520  -0.165
H1 -2.528 4.046 -0.005  0.077
H2 -1.715 5.781 0.295  0.073
H3 -2.822 5.569 -1.215  0.084
H4 -0.811 4.937 -2.516  0.102
H5 0.244 5.257 -0.983  0.108
H6 -0.358 2.775 -3.252  0.121
H7 -2.124 -1.213 -3.738  0.070
H8 -3.799 -1.582 -2.952  0.095
H9 -3.458 0.123 -3.745  0.094
H10 -1.828 -2.087 0.733  0.120
H11 -2.290 -1.810 2.555  0.085
H12 -0.398 -3.010 3.422  0.127
H13 1.573 -1.507 2.811  0.087
H14 1.316 -1.826 0.917  0.076
H15 2.076 -3.200 2.006  0.087
H16 -0.239 -4.319 0.421  0.088
H17 -0.199 -5.110 2.227  0.090
H18 -1.815 -4.363 1.610  0.087
H19 -0.336 -1.104 4.478  0.061
H20 0.947 1.188 5.434  0.088
H21 -1.649 2.388 5.916  0.062
H22 -0.328 2.564 7.295  0.083
H23 -1.654 1.239 7.506  0.047
C19 4.662 -4.041 -7.308  -0.053
O2 4.503 -2.708 -6.828  -0.011
C20 3.496 -2.553 -5.931  -0.559
O3 2.754 -3.434 -5.528  0.107
O4 3.459 -1.248 -5.562  -0.007
C21 2.440 -0.935 -4.614  -0.095
H24 5.494 -4.048 -8.017  0.094
H25 4.905 -4.721 -6.485  0.098
H26 3.760 -4.373 -7.832  0.098
H27 2.594 -1.491 -3.683  0.068
H28 1.449 -1.143 -5.030  0.089
H29 2.502 0.133 -4.391  0.096

4.
The following is a DFT calculation (ωB97M-V/def2-TZVPD) of the molecule C23H23N3O6 in a non-equilibrium geometry.

Properties
Orbital gap (eV): 7.301
SMILES: CCOC(=O)C1=C(O)/C(=C/c2ccc(CNC(=O)C(=O)Nc3ccc(C)cc3)o2)N=C1C
Energy relative to the best compared isomer or geometry (same formula, charge and spin) (kJ/mol): 63.6

Each line ends with the Löwdin charge.
Element x y z (Å)
C1 3.203 5.442 1.288  -0.060
C2 2.480 4.944 0.044  -0.214
O1 2.255 3.538 0.101  0.005
C3 3.256 2.745 -0.293  -0.423
O2 4.328 3.166 -0.717  0.076
C4 2.987 1.332 -0.201  -0.018
C5 3.926 0.399 -0.593  -0.186
O3 5.134 0.623 -1.081  0.127
C6 3.316 -0.910 -0.366  -0.196
C7 3.890 -2.113 -0.630  0.099
C8 3.254 -3.361 -0.413  -0.255
C9 3.697 -4.656 -0.626  0.009
C10 2.646 -5.505 -0.242  -0.008
C11 1.630 -4.680 0.177  -0.224
C12 0.257 -4.964 0.705  -0.071
N1 -0.473 -3.743 0.924  0.097
C13 -1.554 -3.400 0.218  -0.390
O4 -2.135 -4.100 -0.595  0.068
C14 -2.051 -1.991 0.563  -0.360
O5 -1.527 -1.328 1.440  0.062
N2 -3.090 -1.659 -0.222  0.149
C15 -3.833 -0.479 -0.277  -0.215
C16 -4.882 -0.403 -1.190  -0.018
C17 -5.642 0.746 -1.280  -0.047
C18 -5.379 1.843 -0.468  -0.287
C19 -6.195 3.095 -0.587  -0.056
C20 -4.330 1.756 0.439  -0.037
C21 -3.561 0.612 0.542  -0.003
O6 1.995 -3.401 0.077  0.085
N3 2.048 -0.720 0.157  0.146
C22 1.841 0.558 0.259  -0.260
C23 0.583 1.125 0.786  -0.005
H1 3.301 6.523 1.244  0.077
H2 2.646 5.170 2.181  0.078
H3 4.195 5.000 1.342  0.075
H4 3.066 5.176 -0.852  0.122
H5 1.485 5.387 -0.037  0.124
H6 5.244 1.604 -1.113  0.110
H7 4.891 -2.133 -1.034  0.134
H8 4.655 -4.945 -1.009  0.113
H9 2.632 -6.575 -0.272  0.111
H10 0.329 -5.533 1.641  0.138
H11 -0.316 -5.558 -0.016  0.136
H12 -0.047 -3.006 1.475  0.149
H13 -3.357 -2.401 -0.867  0.143
H14 -5.098 -1.249 -1.827  0.113
H15 -6.454 0.792 -1.992  0.112
H16 -7.229 2.861 -0.830  0.076
H17 -5.797 3.724 -1.385  0.083
H18 -6.168 3.665 0.338  0.075
H19 -4.110 2.597 1.080  0.112
H20 -2.754 0.558 1.254  0.098
H21 0.797 1.796 1.615  0.089
H22 0.090 1.713 0.012  0.092
H23 -0.073 0.323 1.113  0.050

5.
The following is a DFT calculation (ωB97M-V/def2-TZVPD) of the molecule C3H10N2S2 in a non-equilibrium geometry.

Properties
Orbital gap (eV): 8.469
SMILES: NC[C@H](N)CSS
Energy relative to the best compared isomer or geometry (same formula, charge and spin) (kJ/mol): 128.7

Each line ends with the Löwdin charge.
Element x y z (Å)
N1 1.214 0.671 -2.164  -0.019
C1 0.615 1.015 -0.837  -0.274
C2 0.113 -0.198 -0.052  -0.425
N2 -1.017 -1.050 -0.457  0.032
C3 -0.315 0.448 1.439  -0.580
S1 0.566 -0.370 2.679  0.436
S2 -0.399 -2.198 2.869  0.320
H1 0.429 0.379 -2.747  0.052
H2 1.394 1.580 -2.589  0.059
H3 1.406 1.444 -0.228  0.111
H4 -0.129 1.786 -1.104  0.118
H5 1.037 -0.763 0.146  0.108
H6 -0.571 -1.954 -0.584  0.073
H7 -1.312 -0.773 -1.391  0.068
H8 -0.149 1.512 1.321  0.063
H9 -1.369 0.178 1.408  0.047
H10 -1.512 -1.707 2.290  -0.189

6.
The following is a DFT calculation (ωB97M-V/def2-TZVPD) of the molecule C7H7N7 in a non-equilibrium geometry.

Properties
Orbital gap (eV): 8.929
SMILES: Nc1nnnn1/N=C/c1ccccn1
Energy relative to the best compared isomer or geometry (same formula, charge and spin) (kJ/mol): 91.4

Each line ends with the Löwdin charge.
Element x y z (Å)
N1 -3.403 1.714 0.114  0.111
C1 -3.518 0.335 0.003  -0.473
N2 -4.519 -0.433 0.104  0.077
N3 -3.975 -1.675 -0.038  -0.020
N4 -2.710 -1.616 -0.188  0.026
N5 -2.355 -0.343 -0.193  -0.122
N6 -1.131 0.210 -0.113  0.127
C2 -0.228 -0.640 -0.187  -0.081
C3 1.249 -0.392 -0.020  -0.250
C4 1.841 0.949 -0.186  -0.007
C5 3.212 1.042 -0.089  -0.104
C6 3.968 -0.135 0.011  -0.057
C7 3.294 -1.391 0.242  -0.088
N7 1.948 -1.490 0.056  0.083
H1 -4.317 2.199 0.214  0.108
H2 -2.745 1.951 0.884  0.103
H3 -0.491 -1.742 -0.231  0.131
H4 1.229 1.790 -0.482  0.103
H5 3.741 2.038 -0.280  0.131
H6 5.079 -0.074 -0.062  0.109
H7 3.829 -2.297 0.442  0.093